Formula: C24H27FNO3P
Source: the OMol25 dataset
Level of theory: ωB97M-V/def2-TZVPD

Structure (XYZ):
```
57
Properties=species:S:1:pos:R:3:nbo_charge:R:1
C -2.56108 0.05999 -2.58479 -0.6571
C -2.19832 1.49328 -2.72226 0.2740
N -1.11807 1.94317 -2.07242 0.0791
F -0.53993 0.98308 -0.98533 -0.1443
C -0.64335 3.19529 -2.14467 0.2830
C 0.61831 3.53914 -1.42430 -0.6632
C -1.34080 4.11521 -2.91839 -0.2452
C -2.50194 3.71671 -3.58334 0.1232
C -3.28972 4.71601 -4.35770 -0.6532
C -2.91791 2.38759 -3.49705 -0.2475
H -3.44050 -0.14000 -3.20294 0.2369
H -1.75784 -0.60302 -2.93452 0.2708
H -2.82645 -0.20100 -1.55181 0.2752
H 0.86793 4.58984 -1.62487 0.2367
H 0.51607 3.43155 -0.33354 0.2848
H 1.46585 2.92287 -1.76497 0.2749
H -1.00063 5.14641 -2.99492 0.2524
H -4.17638 4.23470 -4.78700 0.2316
H -3.61207 5.53992 -3.70031 0.2508
H -2.69070 5.15033 -5.17059 0.2505
H -3.81259 2.06957 -4.02402 0.2506
C 5.28846 -0.79278 -2.17537 -0.6242
C 4.42933 -0.44889 -0.99208 -0.0685
O 3.40868 -1.45085 -0.77670 -0.5389
C 2.55964 -1.06247 0.22202 0.7513
C 1.47008 -1.94395 0.61232 -1.0743
P 1.26173 -1.95024 2.35035 1.9246
C 0.21053 -0.49597 2.68357 -0.3707
C -0.37409 0.22676 1.64180 -0.1885
C -1.10535 1.40022 1.89093 -0.2425
C -1.26493 1.86523 3.20509 -0.2271
C -0.70459 1.12611 4.26489 -0.2278
C 0.03859 -0.03736 3.99843 -0.1574
C 0.28593 -3.45437 2.59739 -0.3089
C -0.64067 -3.83063 1.62535 -0.2210
C -1.41811 -4.98654 1.81074 -0.2294
C -1.22970 -5.78056 2.95447 -0.2190
C -0.24577 -5.43897 3.89844 -0.2230
C 0.50866 -4.27474 3.71576 -0.2088
O 2.35110 -1.91090 3.38149 -1.1172
O 2.71308 0.03728 0.76465 -0.7233
H 5.81547 0.12170 -2.47453 0.2010
H 6.04669 -1.52514 -1.88788 0.2072
H 4.69748 -1.17180 -3.02343 0.2062
H 5.06569 -0.38023 -0.08671 0.1891
H 3.96399 0.53281 -1.14471 0.1709
H 1.37135 -2.87947 0.03931 0.2267
H -0.24959 -0.13253 0.62388 0.2316
H -1.56840 1.93422 1.05245 0.1710
H -1.84225 2.77736 3.39216 0.2012
H -0.84564 1.44888 5.30021 0.2086
H 0.49935 -0.59017 4.81993 0.2335
H -0.73877 -3.22908 0.71707 0.2242
H -2.16154 -5.25559 1.05293 0.2021
H -1.84814 -6.66556 3.11016 0.2053
H -0.06328 -6.07420 4.77539 0.2096
H 1.27512 -3.99824 4.43998 0.2420
```

## Properties
HOMO ... -5.9 eV
Orbital gap ... 0.117 Ha

Formula: C31H42N3O6
Source: the OMol25 dataset
Level of theory: ωB97M-V/def2-TZVPD

Structure (XYZ):
```
82
Properties=species:S:1:pos:R:3:lowdin_charge:R:1
C 5.47711 -3.72811 -1.02830 -0.0405
O 6.01708 -2.43566 -0.67482 -0.0611
C 5.16663 -1.37601 -0.68008 -0.1848
C 3.82473 -1.41717 -1.05147 0.0128
C 2.94014 -0.50206 -0.50252 -0.2375
C 1.46079 -0.76113 -0.59717 -0.0718
C 0.92446 -1.19254 0.77509 -0.1652
C 1.38375 -2.59437 1.16697 -0.3565
O 2.53536 -2.97452 1.37818 0.0862
N 0.25694 -3.36418 1.30621 -0.0347
C 0.38922 -4.77356 1.58342 -0.0054
C -1.00304 -2.70543 0.96286 -0.4475
C -1.56055 -3.29804 -0.34750 0.0104
C -2.04503 -2.89324 2.07947 0.0081
N -0.52017 -1.30569 0.84310 0.0292
C -1.25897 -0.17713 0.63246 -0.0023
C -2.63004 -0.23328 0.43154 -0.0709
C -3.45892 0.92952 0.38292 -0.0437
C -4.92413 0.71372 0.19529 -0.1707
C -5.93320 1.71746 0.37936 -0.0257
C -7.29140 1.38658 0.15686 -0.0547
C -7.70258 0.04633 0.00632 -0.0473
C -6.71327 -0.94743 -0.14155 -0.0539
C -5.36204 -0.57417 -0.20997 -0.0267
C 3.40384 0.61146 0.20492 0.0110
C 4.77293 0.76034 0.45352 -0.1944
O 5.34789 1.70328 1.24189 -0.0704
C 4.54534 2.80021 1.71977 -0.0525
C 5.66903 -0.19613 -0.07841 -0.1536
O 7.00414 -0.09555 0.17906 -0.0818
C 7.47670 -0.61196 1.45947 -0.0219
H 6.31678 -4.41803 -0.92964 0.0960
H 4.66313 -4.01083 -0.34428 0.0919
H 5.10998 -3.72039 -2.06447 0.0927
H 3.43685 -2.25923 -1.63958 0.1208
H 0.92036 0.13320 -0.95312 0.0942
H 1.25773 -1.57641 -1.31653 0.1365
H 1.25855 -0.47370 1.54926 0.1715
H 1.44068 -4.97867 1.78865 0.0975
H -0.22061 -5.04366 2.45422 0.0971
H 0.05544 -5.37114 0.72432 0.0970
H -0.79897 -3.29257 -1.14459 0.1007
H -1.88892 -4.33053 -0.15889 0.0920
H -2.42678 -2.74036 -0.72172 0.0702
H -1.56688 -2.72866 3.05701 0.1059
H -2.87645 -2.18491 1.98212 0.0749
H -2.44389 -3.91547 2.02184 0.0944
H -0.71952 0.74596 0.58336 0.1051
H -3.01250 -1.24867 0.26242 0.0590
H -3.11583 1.82965 0.87760 0.1279
H -5.72301 2.73997 0.67738 0.1075
H -8.03721 2.15849 0.13481 0.1026
H -8.75991 -0.21299 -0.06311 0.1141
H -6.98984 -1.99585 -0.23094 0.1108
H -4.65810 -1.35867 -0.57681 0.1149
H 2.68504 1.33165 0.60807 0.1078
H 5.25160 3.46909 2.21571 0.0957
H 4.04969 3.32759 0.88810 0.0927
H 3.78895 2.44902 2.43933 0.0926
H 8.55469 -0.45517 1.42635 0.0935
H 7.01834 -0.03984 2.27334 0.0866
H 7.23395 -1.67768 1.53962 0.0894
C 1.38707 3.04788 -2.92140 0.0040
O 0.43997 3.30729 -1.85510 -0.0680
C -0.48827 2.37215 -1.63110 -0.4484
C -1.43588 2.84409 -0.55492 -0.1714
C -1.55762 4.37950 -0.63119 -0.0973
C -3.05398 4.70862 -0.85197 -0.1243
C -3.68133 3.37586 -1.31326 -0.1157
N -2.77869 2.25516 -0.87549 -0.0165
O -0.61425 1.34737 -2.30341 0.0970
H 2.12298 3.86817 -2.81527 0.1082
H 1.86911 2.05098 -2.78512 0.1057
H 0.82348 3.10639 -3.88250 0.1146
H -1.09429 2.40521 0.40441 0.1451
H -1.09915 4.83038 0.25991 0.1293
H -0.96518 4.78504 -1.46715 0.1219
H -3.56005 5.01738 0.08677 0.1177
H -3.14151 5.52356 -1.61393 0.1296
H -4.66889 3.18783 -0.87437 0.0801
H -3.81373 3.42185 -2.40826 0.1370
H -2.68585 1.50258 -1.55339 0.1356
```

## Properties
HOMO ... -9.8 eV
Orbital gap ... 0.230 Ha
Charge ... +1

Formula: C2H2N2O2S
Source: the OMol25 dataset
Level of theory: ωB97M-V/def2-TZVPD

Structure (XYZ):
```
9
Properties=species:S:1:pos:R:3:nbo_charge:R:1
C -0.85752 0.08766 0.33361 -0.2531
C -0.32349 -1.27457 0.60688 0.3872
N 1.07273 0.31769 -0.59429 -0.5581
N -0.10207 0.84169 -0.40729 0.3256
O -0.28898 1.95119 -0.88054 -0.4620
O -0.70797 -2.12574 1.29502 -0.5243
S 1.30633 -1.30653 -0.22019 0.4010
H -1.73817 0.48296 0.87836 0.2504
H 1.63913 1.02566 -1.01155 0.4332
```

## Properties
Energy above the lowest of the compared OMol25 structures with the same formula, charge and spin ... 312.5 kJ/mol
HOMO ... -9.4 eV
Orbital gap ... 0.349 Ha

Formula: C2F6NO4S2Tb
Source: the OMol25 dataset
Level of theory: ωB97M-V/def2-TZVPD

Structure (XYZ):
```
16
Properties=species:S:1:pos:R:3:mulliken_spin:R:1
O 0.71800 -5.96487 4.02410 0.2850
Tb -1.26419 -5.91981 3.10191 5.1622
N 0.36302 -4.71188 0.87762 0.7833
S 2.00994 -4.80545 2.68303 -0.1938
O 2.81413 -3.72214 3.32240 -0.0968
C 3.30024 -6.05327 2.14828 0.0423
F 4.18101 -5.47896 1.33821 0.0021
F 2.74699 -7.08078 1.51762 0.0000
F 3.93347 -6.50422 3.22356 0.0052
S -0.93928 -3.96601 0.57975 -0.1730
O -2.03492 -4.41374 1.53807 0.0438
O -1.39530 -3.93820 -0.81439 0.1272
C -0.85806 -2.15954 1.04313 0.0076
F -0.48374 -2.02473 2.31010 0.0013
F 0.01880 -1.53909 0.26473 0.0030
F -2.04718 -1.58893 0.90059 0.0006
```

## Properties
Expectation value of S² ... 12.565
Energy above the lowest of the compared OMol25 structures with the same formula, charge and spin ... 668.2 kJ/mol
HOMO (spin up / spin down) ... -9.2 / -9.3 eV
Orbital gap (spin up / spin down) ... 0.294 / 0.248 Ha
Multiplicity ... 7

no.,F_max (eV Å⁻¹)
1,4.94
2,2.87
3,4.42
4,3.37